No. 1
Below is the molecule C5H9P at a distorted geometry, with properties calculated with ωB97M-V/def2-TZVPD.

The energy relative to the best compared isomer or geometry (same formula, charge and spin) is 65.8 kcal/mol. The value obtained for the largest force on an atom is 0.0599 hartree/bohr. The calculation puts the HOMO-LUMO gap at 9.7 eV. As for the LUMO energy: 1.1 eV. Its SMILES is CPC1(C)C=C1.

The geometry in ORCA input format:
```
! wB97M-V def2-TZVPD RIJCOSX def2/J DEFGRID3
* xyz 0 1
C -0.8581 -0.7517 -1.1965
C -0.6992 0.4360 -1.6688
C -0.3832 0.3256 -0.2378
C -1.3145 1.0208 0.6650
C 1.7984 -1.2146 0.5395
P 1.4925 0.4501 -0.1249
H -1.3822 -1.6418 -1.2549
H -0.7386 1.2759 -2.3883
H -1.4750 1.9018 0.0830
H -0.9313 1.2531 1.6359
H -2.3883 0.4731 0.7843
H 2.8794 -1.4078 0.6616
H 1.4023 -1.9272 -0.1371
H 1.1425 -1.0998 1.4859
H 1.4552 0.9064 1.1529
*
```

---

No. 2
Below is the molecule H2I4Si2 at a distorted geometry, with properties calculated with ωB97M-V/def2-TZVPD.

The energy relative to the best compared isomer or geometry (same formula, charge and spin) is 7.9 kcal/mol. The value obtained for the largest force on an atom is 0.0418 hartree/bohr. The calculation puts the HOMO-LUMO gap at 8.2 eV. As for the LUMO energy: -1.3 eV. Its SMILES is I[SiH](I)[SiH](I)I.

The geometry in ORCA input format:
```
! wB97M-V def2-TZVPD RIJCOSX def2/J DEFGRID3
* xyz 0 1
Si -0.7509 0.8669 0.5409
Si 1.4085 0.5674 -0.3774
I -0.7151 3.1185 1.3996
I 3.4255 1.8475 -1.1222
I -2.5722 0.7300 -1.2098
I 2.3690 -1.2999 1.0711
H -1.2031 -0.2551 1.2795
H 1.1449 -0.4020 -1.4376
*
```

---

No. 3
Below is a 2-piece molecular cluster, C43H41N3O5S2 overall at a distorted geometry, with properties calculated with ωB97M-V/def2-TZVPD.

The energy relative to the best compared isomer or geometry (same formula, charge and spin) is 0.0 kcal/mol. The value obtained for the largest force on an atom is 0.0450 hartree/bohr. The calculation puts the HOMO-LUMO gap at 3.9 eV. As for the LUMO energy: -2.3 eV.

The geometry in ORCA input format:
```
! wB97M-V def2-TZVPD RIJCOSX def2/J DEFGRID3
* xyz 0 1
C 0.2676 -6.8455 -0.4646
N 0.6000 -5.4387 -0.5347
C 0.9597 -4.8750 -1.7234
O 1.0416 -5.4689 -2.7969
C 1.2545 -3.3996 -1.4568
C 0.4635 -2.4509 -2.3799
C 0.8180 -2.6456 -3.8072
C 2.0507 -2.4327 -4.4202
N 1.9604 -2.8332 -5.7452
C 0.6705 -3.2858 -6.0090
C 0.1369 -3.8399 -7.1674
C -1.1998 -4.2756 -7.1193
C -1.9559 -4.1589 -5.9383
C -1.4072 -3.6067 -4.7720
C -0.0852 -3.1668 -4.8076
N 0.8842 -3.2434 -0.0539
C 0.9276 -2.0179 0.5153
C 0.5937 -1.7215 1.8400
C 0.5509 -0.4587 2.4480
C 0.3983 -0.3030 3.8732
C 0.5977 0.9487 4.5203
C 0.4276 1.1040 5.8913
C 0.0609 0.0065 6.6846
C -0.1049 -1.2493 6.0872
C 0.0703 -1.4043 4.7186
C 0.4733 -4.5112 0.5869
C -0.9856 -4.4560 1.0562
C 1.4118 -4.9595 1.7136
H 0.4285 -7.2909 -1.4530
H 0.9025 -7.3652 0.2666
H -0.7836 -6.9953 -0.1768
H 2.3453 -3.2394 -1.5964
H -0.6150 -2.6528 -2.2477
H 0.6511 -1.4089 -2.0695
H 2.9682 -2.0587 -3.9784
H 2.7134 -2.7836 -6.4198
H 0.7617 -3.9091 -8.0570
H -1.6529 -4.7141 -8.0086
H -2.9900 -4.5034 -5.9338
H -1.9672 -3.5077 -3.8393
H 1.3002 -1.2176 -0.1309
H 0.3461 -2.5834 2.4530
H 0.6514 0.4417 1.8443
H 0.9110 1.7985 3.9178
H 0.5961 2.0796 6.3502
H -0.0805 0.1204 7.7594
H -0.3551 -2.1235 6.6910
H -0.0264 -2.4031 4.2887
H -1.6371 -4.2413 0.1982
H -1.2710 -5.4223 1.4895
H -1.1348 -3.6782 1.8072
H 2.4117 -5.1422 1.2999
H 1.4902 -4.2065 2.4999
H 1.0383 -5.8922 2.1557
C -4.6912 2.0828 1.0650
C -3.9403 2.3543 2.2165
C -2.5648 2.4985 2.1387
C -1.8825 2.4112 0.8947
C -0.4702 2.7157 0.8296
S 0.1650 2.8165 -0.8489
C 1.9015 3.2669 -0.9508
C 2.2850 4.4193 -1.6395
C 3.6384 4.7638 -1.6473
C 4.5750 3.9432 -1.0196
C 4.1746 2.7579 -0.3987
C 2.8271 2.4048 -0.3744
O 0.1141 1.4964 -1.4652
O -0.5443 3.9441 -1.4243
S 0.1136 4.0297 1.9079
C -0.8161 5.5540 1.6824
C -0.4659 6.4345 0.6543
C -1.1720 7.6282 0.4863
C -2.2260 7.9453 1.3446
C -2.5359 7.0962 2.4094
C -1.8228 5.9080 2.5911
O -0.1178 3.6350 3.2894
O 1.4752 4.3167 1.4946
C -2.6636 2.0882 -0.2613
C -4.0435 1.9495 -0.1704
H -5.7722 1.9625 1.1281
H -4.4162 2.4723 3.1897
H -1.9907 2.7136 3.0359
H 1.5257 5.0330 -2.1266
H 3.9411 5.6828 -2.1440
H 5.6252 4.2235 -1.0130
H 4.8876 2.0951 0.0835
H 2.4736 1.4897 0.1013
H 0.3667 6.1884 -0.0021
H -0.8767 8.3056 -0.3151
H -2.7965 8.8610 1.1898
H -3.3249 7.3565 3.1163
H -2.0336 5.2622 3.4433
H -2.2035 2.0268 -1.2504
H -4.6011 1.7550 -1.0897
*
```

---

What did the second record say?
Below is the molecule H2I4Si2 at a distorted geometry, with properties calculated with ωB97M-V/def2-TZVPD.

The energy relative to the best compared isomer or geometry (same formula, charge and spin) is 7.9 kcal/mol. The value obtained for the largest force on an atom is 0.0418 hartree/bohr. The calculation puts the HOMO-LUMO gap at 8.2 eV. As for the LUMO energy: -1.3 eV. Its SMILES is I[SiH](I)[SiH](I)I.

The geometry in ORCA input format:
```
! wB97M-V def2-TZVPD RIJCOSX def2/J DEFGRID3
* xyz 0 1
Si -0.7509 0.8669 0.5409
Si 1.4085 0.5674 -0.3774
I -0.7151 3.1185 1.3996
I 3.4255 1.8475 -1.1222
I -2.5722 0.7300 -1.2098
I 2.3690 -1.2999 1.0711
H -1.2031 -0.2551 1.2795
H 1.1449 -0.4020 -1.4376
*
```